C6H10N2O2 | ωB97M-V with the def2-TZVPD basis set

The spin multiplicity is 1. Its lowest unoccupied orbital energy is 0.20 eV. The HOMO energy is -9.1419 eV. The value obtained for the gap between HOMO and LUMO is 9.339 eV. Its relative energy (zero: lowest compared OMol25 entry of this formula, charge and spin) is 116.4 kcal per mole.

Cartesian coordinates (Å):
C 1.47942 1.75945 0.71734
C 0.46095 0.61851 0.73515
N -0.47651 0.40303 -0.15031
C -1.33175 -0.76453 0.34111
C -1.24319 -1.90712 -0.69285
C -0.61505 -1.16141 1.66299
C 0.44865 -0.35124 1.77961
H 2.02686 1.86208 1.71116
H 0.91112 2.65868 0.28724
H 2.39983 1.49408 0.01504
H -2.36977 -0.28617 0.55003
H -2.00751 -2.56686 -0.53859
H -0.37547 -2.40888 -0.66714
H -1.34120 -1.50555 -1.58959
H -0.75120 -1.99759 2.46094
H 1.11094 -0.34687 2.63507
O 1.53208 0.44560 -2.47530
N 0.90112 1.42055 -2.87593
O -0.24906 1.69342 -2.31130
H -0.51025 0.94083 -1.59468

Atomic forces in eV per Å
1.1 -0.3 -1.5
0.1 0.6 -1.4
-0.3 -1.0 1.8
1.0 0.9 1.1
-1.6 2.2 3.5
0.1 -0.6 0.6
-0.6 -0.7 1.5
-1.4 0.3 -1.1
1.4 -1.0 0.9
-2.2 0.5 1.0
1.5 -1.2 -0.6
-2.1 -1.9 0.4
3.4 -1.6 0.4
-0.6 1.8 -4.3
-0.4 1.5 -1.9
0.2 0.0 -0.2
-1.9 1.6 -0.3
2.0 -0.8 -0.2
-0.5 -1.3 0.2
0.8 1.2 0.0

These are the Löwdin partial charges, in e, on atoms 1 to 5: C -0.030; C -0.339; N 0.068; C -0.269; C -0.014

CH3Cl2N | ωB97M-V with the def2-TZVPD basis set

The spin multiplicity is 1. Its lowest unoccupied orbital energy (spin up / spin down) is -0.64 / -0.02 eV. The HOMO energy (spin up / spin down) is -8.3549 / -9.6036 eV. The value obtained for the gap between HOMO and LUMO (spin up / spin down) is 7.718 / 9.588 eV. Its relative energy (zero: lowest compared OMol25 entry of this formula, charge and spin) is 71.3 kcal per mole.

Cartesian coordinates (Å):
C 0.29516 0.09580 -0.88381
N -0.80229 -1.49602 1.05989
Cl -0.13164 -0.86876 -2.11909
Cl -1.81949 -2.22972 -0.02717
H 1.31474 0.10044 -0.54619
H -0.36165 0.95640 -0.76130
H -1.12068 -0.74328 1.64888

Atomic forces in eV per Å
-0.3 1.3 1.4
2.2 -0.9 -0.7
-0.1 -1.1 -1.6
-0.6 0.5 0.9
0.1 -0.1 0.1
0.4 -0.2 0.3
-1.6 0.5 -0.4

These are the Löwdin partial charges, in e, on atoms 1 to 5: C -0.579; N -0.471; Cl 0.588; Cl 0.469; H 0.011

C9H8F9N2O5Ru | ωB97M-V with the def2-TZVPD basis set

As for the total charge: +1. The spin multiplicity is 1. Its lowest unoccupied orbital energy (spin up / spin down) is -5.68 / -5.60 eV. The HOMO energy (spin up / spin down) is -13.0697 / -13.0117 eV. The value obtained for the gap between HOMO and LUMO (spin up / spin down) is 7.394 / 7.414 eV. Its relative energy (zero: lowest compared OMol25 entry of this formula, charge and spin) is 0.0 kcal per mole.

Cartesian coordinates (Å):
Ru 0.28362 0.48324 -0.13032
N 0.12985 1.88991 4.12055
C 0.10841 0.41115 3.82582
C 0.13801 0.22950 2.32372
O 0.08670 1.31438 1.60803
O 0.22286 -0.86262 1.78080
H -0.64852 2.17974 4.71442
H 0.06026 2.39796 3.21577
H 0.99881 2.17812 4.57372
H -0.80031 -0.02153 4.23945
H 0.97369 -0.06549 4.28013
C 4.12217 -0.62649 -1.58132
O 2.68067 -0.40604 -1.44570
C 2.27409 0.03234 -0.30106
O 2.86292 0.34349 0.69388
H 4.22700 -1.23328 -2.47292
H 4.48785 -1.14578 -0.69924
H 4.60417 0.34018 -1.70049
N 0.97473 3.19039 -1.35832
C 0.66576 2.14707 -0.97236
F -0.15889 -2.13176 -0.86054
C -1.43137 -2.17081 -1.32313
F -2.14605 -2.87974 -0.46317
F -1.41390 -2.79165 -2.49451
C -1.95789 -0.69569 -1.43869
O -1.55608 0.02506 -0.33558
C -3.50825 -0.67932 -1.51675
F -4.03777 -0.98850 -0.33822
F -3.94066 0.53109 -1.86222
F -3.92625 -1.55817 -2.42650
C -1.30548 -0.01702 -2.67147
F 0.05908 -0.12134 -2.42534
F -1.55728 -0.57159 -3.83363
F -1.57193 1.27321 -2.72481

Atomic forces in eV per Å
0.8 1.1 -0.4
0.0 0.2 -0.1
0.0 0.1 -0.1
0.0 -0.5 -0.1
0.1 0.0 1.0
-0.2 0.0 0.7
0.0 0.0 0.0
0.0 -0.2 0.2
0.0 0.0 0.0
0.0 0.0 0.0
0.0 0.0 0.0
0.0 0.0 0.0
0.0 -0.2 0.1
-0.4 -0.6 -0.3
-0.3 0.2 -0.1
0.0 0.0 0.0
0.0 0.0 0.0
0.0 0.0 0.0
0.1 0.2 -0.1
-0.2 0.6 -0.3
-0.1 -0.3 0.0
0.0 0.1 0.0
0.0 0.1 0.0
0.0 -0.1 0.0
0.1 -0.1 -0.2
0.1 -0.6 -0.1
0.0 0.1 0.0
0.1 0.0 0.0
0.0 0.0 0.0
0.0 0.0 0.0
-0.3 0.1 0.0
0.2 -0.1 0.0
0.1 0.0 0.0
0.0 -0.1 0.0

These are the Löwdin partial charges, in e, on atoms 1 to 5: Ru 1.441; N 0.214; C 0.005; C -0.591; O -0.141